(1)
Computed, not measured: 2 unconnected molecules or ions with the total composition C5H9ClF2N2 at a distorted geometry, with ωB97M-V/def2-TZVPD.

```
! RIJCOSX wB97M-V def2-TZVPD def2/J DEFGRID3
* xyz 0 1
Cl 2.15 -2.69 -2.10
F 1.99 -0.14 -2.77
F 2.87 -0.53 -0.91
N -0.84 -2.44 0.06
N 0.30 -1.55 0.16
C 1.76 -0.85 -1.67
C -0.63 1.07 0.77
C 0.35 1.40 -0.27
C 1.19 2.20 -0.85
C 0.44 -0.76 -1.01
H -0.49 0.02 1.15
H -0.22 -0.67 -1.90
H -0.74 -3.06 0.84
H 1.23 -1.86 0.44
H -0.53 1.80 1.50
H -0.79 -3.08 -0.71
H -1.66 0.93 0.61
H 1.92 1.68 -1.45
H 0.97 3.25 -0.76
*
```

Results
relative energy (zero: lowest compared OMol25 entry of this formula, charge and spin): 26.4 kcal/mol

(2)
Computed, not measured: 5 unconnected molecules or ions with the total composition C27H60FNO12S at a distorted geometry, with ωB97M-V/def2-TZVPD.

```
! RIJCOSX wB97M-V def2-TZVPD def2/J DEFGRID3
* xyz 0 1
S 1.50 -3.43 1.73
F -0.64 -0.62 -0.26
O 4.28 -0.07 1.66
O 1.17 1.17 6.65
O 5.76 2.13 2.95
O -4.10 -5.33 -0.98
O -0.79 0.11 2.16
O -4.61 1.96 -5.92
O -4.09 3.24 -8.52
O -1.21 -3.11 -1.23
O 3.20 0.45 8.66
O -0.80 0.25 -5.25
O 0.77 2.29 -3.83
O 1.46 -2.35 -2.41
N 1.48 -1.14 -0.43
C -3.56 1.04 -6.19
C 0.36 3.24 -4.80
C -4.71 3.87 -7.41
C 0.06 -3.16 -0.62
C -2.13 -3.92 -0.53
C 0.17 -2.63 0.81
C 3.10 1.75 9.20
C 1.47 -0.15 7.07
C 4.63 -0.01 3.04
C 5.40 -0.29 0.82
C 2.20 1.74 5.86
C -0.43 0.18 -3.88
C -1.35 1.44 4.10
C 5.34 2.99 1.90
C -0.96 1.45 2.61
C -4.21 3.31 -6.09
C -0.31 1.56 -3.27
C 0.36 -1.14 0.51
C 0.50 -0.19 1.70
C 0.29 0.05 -6.13
C 4.69 1.41 3.54
C 1.09 -2.19 -1.33
C -3.50 -6.39 1.14
C -4.40 -5.38 0.41
C -4.91 2.26 -9.13
C 1.95 -0.19 8.51
C -3.34 -4.22 -1.39
H -0.10 1.45 -2.20
H 4.84 3.88 2.32
H 6.24 0.37 1.06
H 4.66 2.49 1.21
H 3.19 1.58 6.30
H 4.07 2.24 9.07
H -2.97 -4.46 -2.38
H 5.57 -0.53 3.22
H -1.23 -0.37 -3.35
H -2.47 -3.38 0.35
H -4.00 0.05 -6.26
H -1.25 2.11 -3.38
H 5.73 -1.33 0.89
H -3.94 -3.32 -1.52
H 2.21 -0.62 6.41
H 0.50 -0.38 -3.75
H -1.41 0.40 4.39
H 4.88 1.39 4.62
H 2.34 2.34 8.69
H 0.54 -0.73 6.99
H -0.03 0.34 -7.13
H 1.15 0.66 -5.84
H -0.09 2.07 2.44
H -2.34 1.85 4.25
H 2.87 1.71 10.27
H -0.59 1.93 4.70
H -3.06 1.27 -7.14
H -5.80 3.79 -7.48
H 6.22 3.32 1.36
H -4.41 -4.40 0.88
H 0.42 -4.16 -0.82
H 1.08 -0.70 2.47
H -1.79 1.86 2.04
H -2.83 1.04 -5.39
H 2.35 -1.43 0.02
H 5.09 -0.09 -0.21
H -4.07 -7.23 1.52
H -2.90 -5.96 1.93
H 1.20 0.25 9.17
H -4.66 3.89 -5.28
H -5.42 -5.75 0.48
H 3.74 1.92 3.37
H 2.19 1.30 4.85
H -3.13 3.41 -6.02
H 1.24 3.57 -5.34
H 3.84 -0.54 3.59
H 0.87 -3.83 2.85
H -4.45 4.94 -7.46
H -4.29 1.68 -9.81
H 2.08 -1.24 8.80
H 1.04 0.67 1.33
H -5.35 1.59 -8.39
H 0.58 -1.01 -6.14
H -2.84 -6.81 0.40
H -5.71 2.74 -9.71
H -1.65 -4.82 -0.15
H 2.01 2.81 5.78
H -0.35 2.81 -5.51
H -0.69 -2.70 1.47
H -0.11 4.10 -4.30
*
```

Results
SMILES: CCOCCO[C@H]1C(=O)N[C@](F)(COCC)[C@@H]1S.COCCOC.COCCOC.COCCOC.COCCOC
total energy: -2520.173562 Eh

(3)
Computed, not measured: 2 unconnected molecules or ions with the total composition C17H18BCl4N3O at a distorted geometry, with ωB97M-V/def2-TZVPD.

```
! RIJCOSX wB97M-V def2-TZVPD def2/J DEFGRID3
* xyz 0 1
Cl -2.72 -2.60 -0.66
Cl 0.11 5.19 2.79
Cl 0.19 -2.52 -1.59
Cl -0.48 -3.71 1.16
O -0.78 -1.11 0.58
N -4.88 -0.96 -3.18
N -6.66 0.13 -2.50
N -5.24 -0.88 -0.85
C -6.63 -2.78 1.65
C -5.59 -0.61 -2.07
C -1.07 0.02 0.06
C -6.01 -1.56 1.35
C -5.30 -2.97 3.68
C -6.28 -3.48 2.80
C -5.03 -1.06 2.20
C -0.62 3.68 0.67
C -6.33 -0.78 0.09
C -0.72 1.24 0.74
C 0.09 2.48 2.67
C -5.38 -0.33 -4.40
C -6.59 0.49 -3.90
C -0.18 1.27 2.05
C -4.68 -1.75 3.37
C -0.90 2.47 0.05
C -0.15 3.70 2.00
B -0.93 -2.43 -0.10
H -7.32 0.56 -1.86
H -1.54 0.07 -0.93
H -5.02 -3.52 4.58
H 0.07 0.33 2.55
H -6.45 0.29 0.38
H -6.74 -4.45 3.03
H -4.06 -1.56 -3.12
H -7.27 -1.18 -0.33
H -4.52 -0.14 1.92
H -4.60 0.32 -4.82
H -5.68 -1.07 -5.15
H -7.51 0.24 -4.43
H -1.21 2.43 -0.99
H -0.78 4.63 0.16
H -7.38 -3.18 0.96
H -6.40 1.56 -4.00
H 0.49 2.52 3.68
H -3.90 -1.34 4.01
*
```

Results
total energy: -2763.850466 Eh

(4)
Computed, not measured: a molecular structure, C26H36InN4OSb2 at a distorted geometry, with ωB97M-V/def2-TZVPD.

```
! RIJCOSX wB97M-V def2-TZVPD def2/J DEFGRID3
* xyz 3 1
Sb -2.13 -2.34 -1.61
Sb -1.20 1.84 -1.02
In 0.08 -0.76 0.30
O 2.08 -0.38 -0.16
N 4.20 -0.58 -0.85
N 0.17 5.26 9.35
N 0.11 0.64 4.40
N 0.25 -0.27 2.41
C 3.18 -1.05 -0.18
C -4.16 -0.40 -2.59
C 3.31 -2.34 0.58
C -0.12 2.95 5.14
C -3.98 0.93 -2.15
C -0.40 3.73 -1.60
C -3.10 -1.12 -3.28
C 5.48 -1.30 -0.92
C -2.86 -4.30 -1.93
C -2.79 1.71 -2.54
C 0.16 3.50 7.47
C -5.39 -1.05 -2.35
C -2.38 2.47 0.63
C -3.33 -1.88 0.09
C -6.40 -0.43 -1.65
C 0.17 4.48 8.52
C -0.10 3.89 6.16
C 0.34 0.86 3.10
C -0.08 -1.26 3.32
C 0.13 1.62 5.45
C 0.41 2.16 7.76
C 4.08 0.71 -1.54
C 0.40 1.22 6.75
C -6.19 0.86 -1.16
C -5.00 1.52 -1.40
C -0.16 -0.71 4.56
H -2.48 -4.97 -1.16
H -4.88 2.55 -1.06
H 4.20 -2.34 1.20
H -2.93 3.37 0.36
H -0.40 -1.14 5.51
H -0.35 3.27 4.13
H 3.45 0.61 -2.42
H -6.98 1.36 -0.61
H -2.98 -2.51 0.91
H -2.55 -4.67 -2.91
H 2.44 -2.48 1.22
H -3.23 -0.83 0.37
H -3.42 -1.96 -3.89
H -2.28 1.39 -3.44
H -5.54 -2.05 -2.74
H 0.61 1.86 8.78
H -4.38 -2.11 -0.11
H 3.65 1.45 -0.87
H 0.32 4.06 -0.87
H 0.63 1.82 2.71
H -3.08 1.69 0.94
H -0.22 -2.30 3.05
H -7.34 -0.92 -1.49
H 6.06 -0.89 -1.74
H 3.39 -3.18 -0.11
H 0.63 0.19 6.98
H -1.24 4.42 -1.64
H -3.95 -4.26 -1.86
H -1.72 2.71 1.47
H -3.01 2.78 -2.58
H -0.30 4.93 5.94
H 6.04 -1.18 0.01
H -2.28 -0.57 -3.71
H 5.07 1.03 -1.84
H 0.08 3.66 -2.57
H 5.32 -2.36 -1.11
*
```

Results
relative energy (zero: lowest compared OMol25 entry of this formula, charge and spin): 0.0 kcal/mol

(5)
Computed, not measured: a single C2H7N3S molecule at a distorted geometry, with ωB97M-V/def2-TZVPD.

```
! RIJCOSX wB97M-V def2-TZVPD def2/J DEFGRID3
* xyz 0 1
S 1.42 -0.27 -0.66
N 0.40 2.15 0.81
N 1.55 1.97 0.75
N 1.16 -1.85 -1.53
C -0.12 -0.26 0.43
C -0.69 1.11 0.68
H -1.52 1.42 -0.13
H -1.40 1.09 1.57
H 2.07 -2.20 -1.83
H -0.76 -0.86 -0.26
H 0.49 -1.51 -2.26
H 0.01 3.08 1.26
H 0.26 -0.91 1.20
*
```

Results
relative energy (zero: lowest compared OMol25 entry of this formula, charge and spin): 86.5 kcal/mol

(6)
Computed, not measured: a molecular structure, C3H6N2O2 at a distorted geometry, with ωB97M-V/def2-TZVPD.

```
! RIJCOSX wB97M-V def2-TZVPD def2/J DEFGRID3
* xyz 0 1
O -0.31 -1.96 -0.38
O -2.57 -0.50 -0.02
N -0.43 -0.76 -0.39
N 1.17 0.21 -0.34
C -1.34 1.52 0.21
C -1.50 0.05 -0.13
C 2.02 -0.86 -0.09
H 3.11 -0.41 -0.16
H -2.47 1.92 0.14
H 1.92 -1.79 -0.67
H 2.03 -1.14 0.98
H -1.02 1.63 1.26
H -0.60 2.10 -0.41
*
```

Results
relative energy (zero: lowest compared OMol25 entry of this formula, charge and spin): 170.9 kcal/mol

(7)
Computed, not measured: a single C5H6O2 molecule at a distorted geometry, with ωB97M-V/def2-TZVPD.

```
! RIJCOSX wB97M-V def2-TZVPD def2/J DEFGRID3
* xyz 0 1
O -0.25 0.49 2.51
O -0.24 -2.90 -2.42
C -0.42 -1.91 -1.74
C 0.65 -0.97 -1.37
C -0.01 1.00 0.11
C -0.20 1.53 1.56
C 0.41 -0.10 -0.42
H 1.62 -1.02 -1.85
H 0.58 2.26 1.82
H 0.57 -0.02 2.46
H -1.16 2.05 1.68
H -1.42 -1.64 -1.34
H -0.13 1.24 -1.00
*
```

Results
SMILES: O=CC=C=CCO
relative energy (zero: lowest compared OMol25 entry of this formula, charge and spin): 82.6 kcal/mol

(8)
Computed, not measured: a single C19H26N4O2S molecule at a distorted geometry, with ωB97M-V/def2-TZVPD.

```
! RIJCOSX wB97M-V def2-TZVPD def2/J DEFGRID3
* xyz 0 1
S -0.87 3.10 0.72
O 3.81 0.22 -0.66
O -3.81 1.39 1.51
N 1.41 2.04 -0.32
N 0.65 0.90 -2.03
N -0.40 1.48 -1.43
N -2.73 0.46 -0.25
C 2.27 2.58 0.70
C -2.55 2.83 0.07
C 3.11 0.81 -1.74
C 4.08 -1.47 0.92
C -1.83 -3.16 0.18
C -4.15 -3.01 -0.74
C -3.26 -3.64 0.34
C 1.98 -2.93 -0.11
C 2.67 -3.41 0.98
C 1.73 1.23 -1.38
C -1.73 -1.65 0.47
C 2.32 -1.72 -0.69
C 3.73 -2.68 1.50
C -3.10 1.49 0.53
C 3.38 -0.99 -0.18
C 0.05 2.15 -0.40
C 2.18 1.77 1.99
C -3.02 -0.92 0.06
C -3.66 -1.62 -1.14
H 4.91 -0.89 1.30
H 2.40 -4.35 1.43
H 1.75 -1.37 -1.54
H -3.73 -0.90 0.89
H -5.18 -2.94 -0.37
H 2.48 0.74 1.81
H 4.28 -3.04 2.35
H -4.17 -3.65 -1.63
H -1.50 -3.37 -0.84
H 1.95 3.62 0.89
H -1.17 -3.70 0.86
H -2.50 2.91 -1.02
H 2.83 2.20 2.74
H -3.62 -3.35 1.33
H -3.31 -4.72 0.27
H -2.05 0.64 -0.99
H -0.89 -1.23 -0.09
H 1.16 1.77 2.37
H 3.05 0.14 -2.61
H 3.29 2.58 0.32
H -2.91 -1.69 -1.94
H -3.15 3.64 0.50
H 3.71 1.69 -2.01
H -1.54 -1.48 1.53
H 1.15 -3.50 -0.52
H -4.49 -1.02 -1.52
*
```

Results
SMILES: CCn1c(COc2ccccc2)nnc1SCC(=O)NC1CCCCC1
relative energy (zero: lowest compared OMol25 entry of this formula, charge and spin): 37.1 kcal/mol

What did the second record say?
Computed, not measured: 5 unconnected molecules or ions with the total composition C27H60FNO12S at a distorted geometry, with ωB97M-V/def2-TZVPD.

```
! RIJCOSX wB97M-V def2-TZVPD def2/J DEFGRID3
* xyz 0 1
S 1.50 -3.43 1.73
F -0.64 -0.62 -0.26
O 4.28 -0.07 1.66
O 1.17 1.17 6.65
O 5.76 2.13 2.95
O -4.10 -5.33 -0.98
O -0.79 0.11 2.16
O -4.61 1.96 -5.92
O -4.09 3.24 -8.52
O -1.21 -3.11 -1.23
O 3.20 0.45 8.66
O -0.80 0.25 -5.25
O 0.77 2.29 -3.83
O 1.46 -2.35 -2.41
N 1.48 -1.14 -0.43
C -3.56 1.04 -6.19
C 0.36 3.24 -4.80
C -4.71 3.87 -7.41
C 0.06 -3.16 -0.62
C -2.13 -3.92 -0.53
C 0.17 -2.63 0.81
C 3.10 1.75 9.20
C 1.47 -0.15 7.07
C 4.63 -0.01 3.04
C 5.40 -0.29 0.82
C 2.20 1.74 5.86
C -0.43 0.18 -3.88
C -1.35 1.44 4.10
C 5.34 2.99 1.90
C -0.96 1.45 2.61
C -4.21 3.31 -6.09
C -0.31 1.56 -3.27
C 0.36 -1.14 0.51
C 0.50 -0.19 1.70
C 0.29 0.05 -6.13
C 4.69 1.41 3.54
C 1.09 -2.19 -1.33
C -3.50 -6.39 1.14
C -4.40 -5.38 0.41
C -4.91 2.26 -9.13
C 1.95 -0.19 8.51
C -3.34 -4.22 -1.39
H -0.10 1.45 -2.20
H 4.84 3.88 2.32
H 6.24 0.37 1.06
H 4.66 2.49 1.21
H 3.19 1.58 6.30
H 4.07 2.24 9.07
H -2.97 -4.46 -2.38
H 5.57 -0.53 3.22
H -1.23 -0.37 -3.35
H -2.47 -3.38 0.35
H -4.00 0.05 -6.26
H -1.25 2.11 -3.38
H 5.73 -1.33 0.89
H -3.94 -3.32 -1.52
H 2.21 -0.62 6.41
H 0.50 -0.38 -3.75
H -1.41 0.40 4.39
H 4.88 1.39 4.62
H 2.34 2.34 8.69
H 0.54 -0.73 6.99
H -0.03 0.34 -7.13
H 1.15 0.66 -5.84
H -0.09 2.07 2.44
H -2.34 1.85 4.25
H 2.87 1.71 10.27
H -0.59 1.93 4.70
H -3.06 1.27 -7.14
H -5.80 3.79 -7.48
H 6.22 3.32 1.36
H -4.41 -4.40 0.88
H 0.42 -4.16 -0.82
H 1.08 -0.70 2.47
H -1.79 1.86 2.04
H -2.83 1.04 -5.39
H 2.35 -1.43 0.02
H 5.09 -0.09 -0.21
H -4.07 -7.23 1.52
H -2.90 -5.96 1.93
H 1.20 0.25 9.17
H -4.66 3.89 -5.28
H -5.42 -5.75 0.48
H 3.74 1.92 3.37
H 2.19 1.30 4.85
H -3.13 3.41 -6.02
H 1.24 3.57 -5.34
H 3.84 -0.54 3.59
H 0.87 -3.83 2.85
H -4.45 4.94 -7.46
H -4.29 1.68 -9.81
H 2.08 -1.24 8.80
H 1.04 0.67 1.33
H -5.35 1.59 -8.39
H 0.58 -1.01 -6.14
H -2.84 -6.81 0.40
H -5.71 2.74 -9.71
H -1.65 -4.82 -0.15
H 2.01 2.81 5.78
H -0.35 2.81 -5.51
H -0.69 -2.70 1.47
H -0.11 4.10 -4.30
*
```

Results
SMILES: CCOCCO[C@H]1C(=O)N[C@](F)(COCC)[C@@H]1S.COCCOC.COCCOC.COCCOC.COCCOC
total energy: -2520.173562 Eh

Which formula does entry 2 have? C27H60FNO12S